The following is a DFT calculation (ωB97M-V with the def2-TZVPD basis set) of an isolated molecule of C17H18ClN3O5S.

HOMO-LUMO gap: 8.62 eV
HOMO energy: -9.02 eV
relative energy (zero: lowest compared OMol25 entry of this formula, charge and spin): 0.0 kcal/mol
SMILES: C[C@H](OC(=O)c1ccc(S(=O)(=O)N(C)C)cc1)C(=O)Nc1ccc(Cl)cn1
total charge: 0

```
45
Properties=species:S:1:pos:R:3:mulliken_charge:R:1
C 0.783 3.042 3.785 -1.565
C -0.211 2.760 2.662 0.356
O -0.186 1.365 2.355 -0.394
C -1.363 0.744 2.163 0.662
O -2.431 1.289 2.259 -0.624
C -1.181 -0.687 1.800 0.310
C 0.077 -1.285 1.769 -0.293
C 0.192 -2.615 1.405 -0.547
C -0.944 -3.329 1.074 -0.072
S -0.812 -5.048 0.575 1.397
O -1.799 -5.810 1.279 -0.721
O 0.562 -5.454 0.669 -0.702
N -1.312 -4.915 -1.031 0.011
C -0.286 -4.319 -1.855 -0.902
C -1.886 -6.128 -1.572 -0.967
C -2.200 -2.753 1.111 -0.469
C -2.320 -1.425 1.477 -0.909
C 0.157 3.610 1.435 0.442
O -0.016 4.805 1.426 -0.665
N 0.710 2.884 0.429 0.009
C 1.140 3.306 -0.821 0.310
C 1.095 4.633 -1.251 -0.247
C 1.554 4.915 -2.523 -0.609
C 2.037 3.875 -3.309 0.468
Cl 2.621 4.177 -4.903 -0.210
C 2.041 2.588 -2.791 -0.499
N 1.602 2.315 -1.578 -0.514
H 0.800 4.110 3.982 0.408
H 1.778 2.716 3.492 0.379
H 0.490 2.514 4.688 0.383
H -1.227 3.041 2.968 0.422
H 0.952 -0.713 2.035 0.518
H 1.146 -3.116 1.373 0.515
H 0.586 -4.974 -1.957 0.331
H -0.699 -4.106 -2.840 0.352
H 0.028 -3.386 -1.389 0.292
H -2.493 -5.877 -2.442 0.326
H -2.515 -6.562 -0.799 0.369
H -1.119 -6.854 -1.861 0.323
H -3.058 -3.354 0.859 0.428
H -3.281 -0.936 1.518 0.479
H 0.815 1.886 0.573 0.120
H 0.710 5.403 -0.604 0.483
H 1.539 5.925 -2.903 0.438
H 2.406 1.748 -3.365 0.378
```

---

The following is a DFT calculation (ωB97M-V with the def2-TZVPD basis set) of an isolated molecule of C17H18F3N5O2.

HOMO-LUMO gap: 8.70 eV
HOMO energy: -8.18 eV
relative energy (zero: lowest compared OMol25 entry of this formula, charge and spin): 60.1 kcal/mol
SMILES: Cc1nn([C@@]2(C)CCOC2=O)cc1Nc1ncc(C(F)(F)F)c(C2CC2)n1
total charge: 0

```
45
Properties=species:S:1:pos:R:3:mulliken_charge:R:1
C 0.263 1.733 2.720 -1.325
C 0.470 1.828 1.245 0.276
N 0.452 2.984 0.702 -1.140
N 0.597 2.775 -0.631 0.908
C 0.687 3.792 -1.678 1.524
C -0.661 3.863 -2.423 -1.779
C 1.142 5.143 -1.111 -0.868
C 2.684 5.277 -1.510 -0.498
O 2.933 4.358 -2.535 -0.343
C 1.914 3.516 -2.636 0.263
O 1.798 2.674 -3.577 -0.622
C 0.539 1.397 -0.918 -0.747
C 0.419 0.732 0.281 0.458
N 0.491 -0.604 0.668 -0.241
C -0.197 -1.632 0.095 0.374
N -0.627 -1.749 -1.107 -0.433
C -1.028 -2.962 -1.463 -0.521
C -0.945 -4.005 -0.606 0.001
C -1.173 -5.415 -1.293 0.746
F -2.508 -5.672 -1.383 -0.236
F -0.603 -6.388 -0.558 -0.250
F -0.633 -5.475 -2.558 -0.259
C -0.866 -3.747 0.682 0.529
C -1.153 -4.696 1.824 -0.576
C -0.483 -4.446 3.240 -0.517
C -1.923 -4.133 3.081 -0.507
N -0.437 -2.524 1.073 -0.326
H 1.196 1.951 3.217 0.262
H -0.506 2.413 3.132 0.338
H -0.069 0.746 2.837 0.343
H -0.758 4.379 -3.291 0.498
H -1.446 4.210 -1.745 0.408
H -0.935 2.793 -2.583 0.358
H 0.550 5.975 -1.515 0.336
H 1.140 5.108 0.042 0.247
H 3.343 4.983 -0.725 0.289
H 3.008 6.268 -1.742 0.372
H 0.647 0.933 -1.891 0.496
H 0.502 -0.775 1.687 0.233
H -1.597 -3.010 -2.394 0.413
H -1.547 -5.691 1.506 0.485
H -0.184 -5.417 3.613 0.266
H 0.225 -3.656 3.532 0.240
H -2.634 -4.817 3.517 0.310
H -2.088 -3.018 3.178 0.217
```

---

The following is a DFT calculation (ωB97M-V with the def2-TZVPD basis set) of an isolated molecule of C17H18F3NO2S.

HOMO-LUMO gap: 8.68 eV
HOMO energy: -8.08 eV
SMILES: Cc1ccc([C@H](CN(C)c2ccccc2)S(=O)(=O)C(F)(F)F)cc1
total charge: 0

```
42
Properties=species:S:1:pos:R:3:mulliken_charge:R:1
C -4.183 0.579 -2.671 -1.375
C -2.703 0.370 -2.473 1.022
C -2.179 -0.921 -2.389 -0.608
C -0.832 -1.085 -2.116 -0.553
C 0.023 0.009 -1.891 0.415
C 1.384 -0.290 -1.338 -0.396
C 1.464 -0.141 0.369 -0.774
N 0.858 -0.811 1.548 0.258
C 1.644 -1.998 2.016 -1.326
C 0.073 -0.218 2.606 -0.153
C -1.217 0.296 2.307 -0.210
C -2.068 0.766 3.303 -0.585
C -1.636 0.802 4.630 -0.301
C -0.346 0.369 4.973 -0.740
C 0.456 -0.188 3.989 0.028
S 2.607 0.870 -2.034 1.150
O 2.153 1.278 -3.334 -0.608
O 3.047 1.814 -1.024 -0.618
C 4.144 -0.176 -2.335 0.652
F 5.181 0.660 -2.568 -0.204
F 4.447 -0.989 -1.292 -0.218
F 3.921 -0.945 -3.420 -0.223
C -0.460 1.287 -2.222 -0.201
C -1.813 1.450 -2.490 -1.019
H -4.381 1.659 -2.731 0.346
H -4.548 0.116 -3.607 0.319
H -4.760 0.102 -1.853 0.308
H -2.845 -1.808 -2.476 0.324
H -0.372 -2.086 -2.101 0.298
H 1.648 -1.329 -1.580 0.649
H 1.066 0.890 0.217 0.406
H 2.614 -0.283 0.556 0.207
H 1.145 -2.406 2.905 0.496
H 1.624 -2.739 1.205 0.300
H 2.669 -1.698 2.283 0.412
H -1.570 0.274 1.282 0.455
H -3.110 1.025 3.048 0.334
H -2.338 1.069 5.430 0.327
H -0.045 0.397 6.018 0.364
H 1.407 -0.591 4.309 0.418
H 0.109 2.202 -2.389 0.338
H -2.282 2.416 -2.657 0.287
```